1.
Density functional theory data (the ωB97M-V functional and the def2-TZVPD basis) for an isolated molecule of C5H9NO.

## Properties
Relative energy (zero: lowest compared OMol25 entry of this formula, charge and spin) in kcal per mole: 69.5
DFT total energy in Ha: -325.8268
SMILES: C[C@H]1N[C@H]1[C@H]1CO1

Each line ends with the Löwdin charge.
Element x y z (Å)
C1 1.017 -0.276 1.651  -0.0500
C2 -0.425 -0.599 1.305  -0.3080
N1 -1.451 0.345 0.849  0.0731
C3 -0.872 -0.583 -0.108  -0.2535
C4 0.148 -0.108 -1.104  -0.2722
C5 -0.100 0.832 -2.197  -0.0962
O1 0.582 1.242 -1.016  -0.0592
H1 1.653 -1.109 1.322  0.0829
H2 1.160 -0.184 2.731  0.0730
H3 1.376 0.641 1.173  0.0751
H4 -0.852 -1.386 1.924  0.1277
H5 -1.104 1.274 0.626  0.0942
H6 -1.552 -1.342 -0.490  0.1381
H7 0.975 -0.806 -1.241  0.1460
H8 0.523 0.778 -3.089  0.1109
H9 -1.079 1.282 -2.337  0.1179

2.
Density functional theory data (the ωB97M-V functional and the def2-TZVPD basis) for a cluster of 3 separate species, C3H12N2O3 in total in a non-equilibrium geometry.

## Properties
Relative energy (zero: lowest compared OMol25 entry of this formula, charge and spin) in kcal per mole: 25.4
DFT total energy in Ha: -456.7297
SMILES: CNC(=O)CN.O.O

Each line ends with the Löwdin charge.
Element x y z (Å)
N1 0.329 -0.087 -1.733  0.0045
C1 -0.729 0.040 -0.683  -0.1810
C2 0.005 -0.196 0.638  -0.5282
N2 0.410 -1.466 0.845  0.0205
C3 1.099 -1.768 2.120  -0.0562
O1 0.133 0.702 1.455  0.0323
H1 -0.171 0.117 -2.599  0.0693
H2 1.054 0.628 -1.634  0.0184
H3 -1.200 1.041 -0.640  0.1072
H4 -1.446 -0.751 -0.895  0.1086
H5 0.486 -2.156 0.119  0.1316
H6 1.172 -0.851 2.692  0.0744
H7 0.629 -2.613 2.624  0.0762
H8 2.109 -2.169 1.898  0.0829
H9 3.427 1.430 -1.696  0.0537
H10 2.316 1.934 -0.946  0.0481
O2 2.565 1.820 -1.875  -0.0556
H11 -4.286 0.988 -0.464  0.0281
H12 -3.515 1.880 0.415  0.0236
O3 -4.388 1.478 0.360  -0.0586

3.
Density functional theory data (the ωB97M-V functional and the def2-TZVPD basis) for an isolated molecule of C6H10O in a non-equilibrium geometry.

## Properties
Relative energy (zero: lowest compared OMol25 entry of this formula, charge and spin) in kcal per mole: 63.8
DFT total energy in Ha: -309.7407
SMILES: C[C@H]1C[C@H]1CC=O

Each line ends with the Löwdin charge.
Element x y z (Å)
C1 0.373 -0.632 -1.923  -0.0895
C2 0.829 -1.041 -0.550  -0.3114
C3 1.307 -0.126 0.517  -0.1614
C4 -0.072 -0.640 0.756  -0.1489
C5 -1.294 0.440 0.596  -0.0887
C6 -1.212 1.631 1.568  -0.2625
O1 -0.205 1.838 2.189  0.0369
H1 1.243 -0.268 -2.450  0.0682
H2 -0.356 0.177 -1.939  0.0527
H3 -0.088 -1.418 -2.542  0.0794
H4 1.509 -1.921 -0.589  0.1355
H5 2.027 -0.548 1.211  0.1064
H6 1.510 0.883 0.186  0.1157
H7 0.030 -1.748 0.949  0.1383
H8 -2.314 0.040 0.687  0.1026
H9 -1.240 0.960 -0.389  0.1002
H10 -2.049 2.372 1.723  0.1265

4.
Density functional theory data (the ωB97M-V functional and the def2-TZVPD basis) for an isolated molecule of C5H6O2.

## Properties
Relative energy (zero: lowest compared OMol25 entry of this formula, charge and spin) in kcal per mole: 59.6
DFT total energy in Ha: -344.5069

Each line ends with the Löwdin charge.
Element x y z (Å)
O1 -2.439 0.098 -0.204  -0.0564
C1 -1.321 -0.602 0.300  -0.2275
C2 -0.015 -0.341 -0.439  -0.1607
C3 0.791 0.974 -0.591  0.0191
O2 1.351 -0.922 1.551  0.0695
C4 1.255 -0.575 0.395  -0.4120
C5 2.007 0.455 -0.340  0.0485
H1 -2.378 1.007 0.110  0.0862
H2 -1.181 -0.457 1.380  0.1253
H3 -1.549 -1.666 0.159  0.1322
H4 -0.039 -0.820 -1.423  0.1446
H5 0.502 2.015 -0.623  0.1182
H6 3.016 0.835 -0.275  0.1130